ORCA calculation (ωB97M-V/def2-TZVPD) on a 5-piece molecular cluster, C30H67N3O5 overall at a distorted geometry.

Element x y z (Å)
H: -3.2423 -0.4619 0.4914
H: 3.3780 0.3131 -0.0575
H: -5.8936 0.0049 -1.7993
H: -6.9607 -2.3230 1.0031
H: 6.5839 2.2936 -0.8483
C: -5.5942 -3.5682 -0.2498
N: 4.3062 1.2505 -2.3917
H: -2.9585 1.0291 3.0335
H: 0.1220 3.3515 4.2618
H: -5.0350 0.6037 -0.4402
H: -3.5878 -2.2323 2.3045
H: -6.1028 -5.7229 -0.1182
H: -5.1364 -1.6304 1.6047
C: -5.7076 -4.9831 -0.8195
C: 0.9071 1.7302 1.8470
H: -1.1599 -0.8430 2.7718
H: 1.3057 -1.5016 2.8542
C: -3.4122 -1.0594 -2.1730
O: 0.8983 0.2198 -1.7238
C: -5.4395 -0.3199 -0.8610
O: 4.2606 2.2182 -3.4326
H: -7.5270 -3.9415 0.5925
C: -1.0311 1.9965 -3.7460
H: 3.6259 -1.0059 -3.8183
H: -2.6060 -2.0186 0.0093
H: -0.4139 3.2806 5.9179
C: 4.3894 1.8846 -1.0817
H: -2.4949 -1.6392 -2.2146
H: 1.1443 2.8418 5.6337
C: -4.4003 -1.4490 -1.0529
H: 6.4190 0.1173 -0.1877
H: -1.7087 2.1684 -4.5852
H: -3.6837 -4.1190 0.6288
O: 2.1594 0.7556 4.3339
H: 0.7814 -1.1398 1.1985
N: 0.7940 0.5871 4.0856
C: 6.6209 0.5290 -3.0307
H: -4.7266 -5.4292 -1.0377
H: -6.2091 -5.0811 -1.7826
C: 0.2672 0.6351 6.4385
C: -1.5614 0.9675 4.7380
C: 0.3208 -1.0593 -1.6696
C: 5.1591 0.1353 -2.7804
C: -0.0889 1.1970 5.0737
O: 0.8053 2.8825 -5.0797
H: 4.1793 -1.3947 -1.5761
N: -4.9835 -2.7589 -1.2990
H: 3.1383 3.2571 0.1200
H: -1.1449 0.1425 1.3958
H: 0.4746 1.6523 0.8492
H: -0.7351 0.9481 -3.7121
C: 5.6276 2.8037 -0.8808
H: -6.2064 -0.6647 -0.1697
C: 5.4114 -0.2950 -0.2548
H: -0.2891 1.0896 7.2608
C: -4.2117 -2.1801 1.4165
H: 4.4360 1.1824 1.0059
H: -5.0454 -4.2223 1.6595
H: 0.7789 2.8101 -3.0120
H: 2.2686 2.1944 -1.0718
C: -6.9879 -3.0720 0.2160
H: -7.4857 -2.6744 -0.6679
H: 5.6303 3.5043 -1.7211
H: -3.2119 0.0115 -2.1977
H: 1.5458 0.2023 -2.4388
C: 5.1527 -0.9027 -1.6408
H: 2.2978 -0.4493 1.8994
H: 7.1150 0.9411 -2.1542
H: -0.1649 -1.2834 -2.6354
C: -1.8953 1.1099 3.2573
H: 4.4438 0.1962 -4.7895
H: 5.3104 -1.0674 0.5081
H: -0.2266 4.0252 -3.6314
H: -2.1870 1.7032 5.2510
H: -3.9470 -1.2502 -3.1103
C: 1.2606 -0.7275 2.0833
C: -3.5338 -1.4778 0.2232
H: 1.9719 1.9444 1.7632
H: 5.9278 -1.6155 -1.9240
C: 0.0998 3.0128 -3.8563
C: -4.5826 -3.5633 0.9137
H: 7.1615 -0.3823 -3.2981
H: -5.4892 -3.3530 -3.0407
H: -0.5110 -1.1696 -0.9746
H: -1.6478 2.1488 2.9962
H: 0.9747 -1.9309 -1.5449
H: 2.4271 -0.0525 4.7865
H: 3.3270 2.4310 -3.5453
O: -5.7954 -2.6422 -2.4662
H: 5.4410 3.4300 -0.0091
C: 4.3596 0.8007 -0.0135
H: 0.5278 2.6253 2.3505
C: 0.5029 0.5034 2.6682
C: 0.1611 2.7350 5.1568
C: 4.6042 -0.5726 -4.0282
H: -1.9321 0.0081 5.1186
H: 5.3025 -1.2979 -4.4366
H: 0.9629 1.9438 -5.2123
C: -0.9835 0.2003 2.4767
H: 3.0910 3.5706 -1.6045
H: 6.7752 1.2546 -3.8309
C: 3.1665 2.7766 -0.8524
H: -1.5767 2.1419 -2.8098
H: 1.3067 0.6738 6.7681
H: 0.0452 -0.4395 6.4258

Its HOMO-LUMO gap is 8.6 eV. The SMILES is CC1(C)CCCC(C)(C)N1O.CC1(C)CCCC(C)(C)N1O.CC1(C)CCCC(C)(C)N1O.CCO.CO. The calculation puts the HOMO energy at -0.29739 Ha. For the total energy, the calculation gives -1723.54029 Eh.

Mulliken population analysis, charges in e, atoms 1 to 5:
1. H 0.38
2. H -0.41
3. H 0.39
4. H 0.35
5. H 0.27

ORCA calculation (ωB97M-V/def2-TZVPD) on C32H73N5PtSSbSi2 as an isolated structure.

Element x y z (Å)
H: -0.9640 1.6222 3.2617
H: -4.1320 8.3527 2.0428
C: 3.6381 -6.7994 -2.7348
H: 5.5026 -7.2198 2.9698
H: 7.7508 -4.8070 -1.4824
H: 6.5975 -10.0769 0.7300
H: -5.4931 8.3398 0.9194
H: -1.5959 5.3475 -2.5162
H: 2.2516 -8.6358 -1.1578
H: -6.9811 5.1567 1.5819
Pt: -1.5235 2.9236 0.3250
C: -6.2529 5.1720 0.7672
H: -3.6135 9.2879 -0.4424
H: -4.8000 5.0046 3.5905
H: -2.9365 4.9314 -0.1635
H: 4.0923 -10.5332 0.5506
H: -2.7058 2.4525 -1.9561
H: -6.3532 0.9311 -2.2650
H: -0.4474 5.1193 -0.5659
H: 0.9289 5.9595 1.0136
H: 2.5566 -9.2504 -2.7790
H: 6.5597 -5.0742 1.3200
H: 6.0696 -7.9983 -3.1243
H: -3.0481 1.3163 2.3396
H: -4.4338 2.0289 -3.7140
H: 0.1539 5.0849 3.2637
H: -6.5961 3.1001 -3.4375
H: 5.7218 -9.5691 -2.3714
H: -6.0544 3.9690 -2.0006
H: 1.5445 4.3675 1.3834
H: -2.3662 9.4337 -1.6743
H: 8.1713 -8.2249 -0.0106
C: 7.3016 -5.8080 0.9993
H: 3.2394 -7.0850 -3.7125
H: 0.1591 2.7472 4.0175
H: -3.7425 4.0877 2.5201
C: 5.0016 -8.8330 1.5716
N: -3.2805 1.8850 0.3520
C: 5.2796 -8.7044 -2.8692
H: -5.7343 7.8633 2.5944
H: -1.8681 3.6291 2.9078
C: 6.9522 -6.4340 -0.3486
C: 3.0244 -9.0409 -1.8127
H: 0.5070 3.5753 -1.9304
H: -0.6169 6.6944 -1.8533
H: 8.9578 -6.9196 -0.8862
H: -7.3616 2.0071 -1.3010
N: -5.4559 1.7464 -0.5402
Si: -3.0686 7.0860 -1.4546
H: -5.2116 2.4901 2.1792
C: -3.7190 1.0996 1.5086
N: -3.6986 2.5518 -1.8162
H: 3.3687 -9.9903 -1.4085
C: 6.3615 -9.5198 1.6381
H: 2.9118 -9.4003 1.2401
C: -4.5417 7.0606 -2.6106
C: -0.2420 2.4122 3.0560
H: -6.2139 0.1242 0.5387
H: 3.8412 -10.4666 2.2881
S: 0.4699 1.4505 0.4907
C: 4.7468 -7.9918 2.8207
H: 1.7657 2.5070 2.2129
H: -1.1525 5.5567 2.1694
H: 6.0231 -4.6314 -1.1747
H: -4.5737 6.1467 -3.2083
Si: -4.6824 6.0375 1.3214
H: -5.4821 7.1364 -2.0610
N: -0.9928 3.5059 2.4052
H: 8.2591 -5.2891 0.8998
H: 7.7865 -7.9359 -1.7131
H: 2.4854 2.6982 0.2252
C: -1.5487 6.4333 -2.3684
H: 3.7627 -7.5214 2.8019
H: -4.1195 3.7498 -3.4650
H: -7.0148 1.6668 0.8262
C: -5.0349 7.8101 1.7573
Sb: 5.0016 -7.4121 -0.1173
C: 0.6337 4.9207 1.1687
C: 1.0254 3.7825 -0.9950
H: 4.8464 -9.0588 -3.8098
H: -6.7147 5.6907 -0.0754
C: -5.9499 3.0391 -2.5635
C: 8.0109 -7.4547 -0.7625
H: 1.2323 0.9107 2.6888
C: -4.0280 5.1009 2.8243
C: -4.1614 2.0458 -0.6498
H: -4.4980 7.9045 -3.3025
C: 4.1647 -8.0595 -2.0521
H: 7.1721 -8.8239 1.8504
H: 7.4205 -6.5523 1.7868
H: -3.1777 5.6074 3.2888
H: -5.4862 0.8349 2.7187
H: 6.6067 -5.7719 -2.4031
C: -4.5131 2.8485 -2.9960
C: -0.3475 4.8369 2.3247
H: -1.9523 8.8279 -0.0705
C: -2.7193 8.8129 -0.8478
H: 4.4150 -6.0538 -2.9033
C: 3.8916 -9.8577 1.3808
H: 2.0224 1.8915 -1.2550
C: -6.0428 1.1939 0.6852
H: -6.0597 4.1393 0.4655
C: -3.4199 5.9122 -0.0448
N: 0.0290 4.3665 -0.0701
H: -1.4731 6.8828 -3.3608
C: 0.9053 1.8432 2.2313
C: -6.3573 1.8650 -1.6962
H: 6.3308 -10.2399 2.4616
C: -5.1493 1.4427 1.8798
H: 1.8225 4.4997 -1.2094
H: 2.8263 -6.3395 -2.1693
H: -3.6256 0.0308 1.2905
C: 1.6440 2.5016 -0.4369
H: 4.7790 -8.6545 3.6902
C: 6.8056 -5.3532 -1.4162

Its HOMO-LUMO gap (spin up / spin down) is 8.6 / 6.9 eV. As for the multiplicity: 5. Its charge is +3. The calculation puts the HOMO energy (spin up / spin down) at -0.53323 / -0.56638 Ha. As for the expectation value of S²: 6.014. For the total energy, the calculation gives -2872.74348 Eh.

Mulliken population analysis, charges in e, atoms 1 to 5:
1. H 0.34
2. H 0.36
3. C -1.57
4. H 0.35
5. H 0.49

ORCA calculation (ωB97M-V/def2-TZVPD) on a 2-piece molecular cluster, C5H10N4 overall at a distorted geometry.

Element x y z (Å)
H: 3.3331 1.0327 -0.5281
C: 3.2305 -0.0009 -0.7666
N: 0.8220 1.3153 0.6810
H: -3.1040 -0.8798 2.7811
H: -3.1687 -0.8292 -1.3187
C: -1.9088 -0.3292 1.2402
C: 1.7446 -0.2611 -0.9058
H: 3.8621 -0.3896 -1.6477
C: -2.3318 -0.2696 -1.0974
H: 1.3967 -0.2759 -1.9223
H: 3.6382 -0.6827 0.0363
N: -1.6587 -0.7121 0.1061
H: -2.6525 0.7497 -1.0280
C: -2.3744 -0.1575 2.4404
H: -2.1340 0.5654 3.1624
H: -1.5865 -0.5568 -1.8254
H: 1.6537 -1.1790 -0.4115
N: 0.4355 2.1445 1.3576
N: 0.8028 0.7158 -0.3537

Its HOMO-LUMO gap is 9.3 eV. The calculation puts the HOMO energy at -0.31716 Ha. For the total energy, the calculation gives -415.36242 Eh.

Mulliken population analysis, charges in e, atoms 1 to 5:
1. H 0.33
2. C -0.99
3. N 0.44
4. H 0.24
5. H 0.42